DFT (wB97M-V/def2-TZVPD) results for a 2-piece molecular cluster, C4H10O2 overall in a non-equilibrium geometry.

Positions of all 16 atoms, in Å:
C1 -0.86 -1.30 -2.28
C2 -1.02 -0.71 -0.90
C3 -2.16 -1.19 -0.04
H1 -0.80 -2.39 -2.27
H2 -0.02 -0.98 -2.89
H3 -1.80 -1.15 -2.81
H4 -1.04 0.40 -0.95
H5 -0.08 -0.80 -0.35
H6 -2.38 -2.21 -0.37
H7 -2.02 -1.08 1.05
H8 -3.13 -0.70 -0.11
O1 1.20 2.25 0.79
C4 1.08 1.11 1.17
O2 2.13 0.30 1.46
H9 0.05 0.83 1.32
H10 2.84 0.91 1.65

Values from the calculation:
SMILES	O=CO.CCC
gap between HOMO and LUMO	11.64	eV
ΔE to the lowest compared entry with this formula, charge and spin	23.07	kcal/mol